[1]
23
Properties=species:S:1:pos:R:3 method="wB97M-V/def2-TZVPD" total_energy_ha=-388.4007 relative_energy_ev=1.124
C -0.52 -1.30 -2.42
C -1.09 -1.03 -1.25
C -2.56 -1.15 -1.02
C -0.23 -0.60 0.04
C 0.53 0.46 -0.04
C 0.77 1.44 -1.12
C 1.29 0.86 1.38
C 1.30 -0.18 2.49
O 0.72 2.09 1.78
H 0.54 -1.17 -2.58
H -1.08 -1.73 -3.24
H -3.08 -1.49 -1.92
H -2.98 -0.19 -0.72
H -2.77 -1.87 -0.22
H -0.43 -1.23 0.89
H -0.02 1.39 -1.87
H 0.80 2.44 -0.69
H 1.72 1.25 -1.61
H 2.34 1.06 1.07
H 0.29 -0.33 2.88
H 1.93 0.16 3.32
H 1.70 -1.12 2.13
H 0.84 2.23 2.72



[2]
55
Properties=species:S:1:pos:R:3 method="wB97M-V/def2-TZVPD" total_energy_ha=-2406.3920 charge=-2 relative_energy_ev=1.209
Ba 1.16 -0.48 -0.52
N 3.23 -1.34 2.75
O 4.08 -0.53 3.21
O 2.65 -2.13 3.48
O 2.99 -1.30 1.51
N -1.68 -1.17 2.31
O -1.35 -1.30 3.49
O -2.88 -1.21 1.96
O -0.80 -0.96 1.43
N 3.42 -1.71 -3.61
O 2.90 -1.29 -4.67
O 4.51 -2.29 -3.65
O 2.82 -1.55 -2.51
C -0.29 -5.37 -0.56
F -1.56 -5.34 -0.10
F 0.08 -6.67 -0.53
F -0.30 -4.98 -1.84
S 0.86 -4.37 0.54
O 2.09 -5.11 0.42
O 0.85 -3.04 -0.07
O 0.21 -4.43 1.82
C -3.16 1.41 -1.47
C -1.84 0.66 -1.39
C -1.63 -0.27 -2.58
O -0.57 -1.20 -2.31
C -0.58 -2.32 -3.17
N -0.68 1.57 -1.27
H -3.21 2.17 -0.69
H -4.01 0.74 -1.37
H -3.29 1.93 -2.43
H -1.91 -0.02 -0.53
H -1.27 0.36 -3.41
H -2.51 -0.88 -2.77
H -1.45 -2.95 -2.90
H 0.31 -2.91 -2.96
H -0.80 -2.10 -4.22
H -0.50 1.88 -2.22
H -0.87 2.41 -0.73
C 1.18 2.49 3.58
C 0.60 2.53 2.15
C 0.42 3.95 1.67
O -0.30 4.04 0.43
C -1.59 4.60 0.53
N 1.50 1.71 1.28
H 1.73 1.56 3.71
H 0.41 2.49 4.35
H 1.83 3.34 3.78
H -0.39 2.06 2.19
H 1.35 4.48 1.47
H -0.13 4.49 2.46
H -2.26 3.97 1.14
H -1.89 4.74 -0.50
H -1.62 5.58 1.03
H 1.74 2.37 0.53
H 2.41 1.69 1.74



[3]
14
Properties=species:S:1:pos:R:3 method="wB97M-V/def2-TZVPD" total_energy_ha=-270.5279 relative_energy_ev=0.815 smiles="O[C@@H]1C=CCC1"
O -0.37 0.99 1.64
C 0.08 1.04 0.28
C -0.98 0.53 -0.68
C -0.81 -0.77 -0.89
C 0.37 -1.30 -0.12
C 1.18 -0.02 0.13
H -1.24 1.40 1.68
H 0.43 2.06 0.06
H -1.80 1.15 -1.04
H -1.46 -1.40 -1.50
H 0.93 -2.10 -0.61
H 0.00 -1.69 0.83
H 1.77 0.22 -0.75
H 1.84 -0.06 1.00



[4]
79
Properties=species:S:1:pos:R:3 method="wB97M-V/def2-TZVPD" total_energy_ha=-5691.2891 charge=+3 relative_energy_ev=0.451
Pb -1.05 -0.07 -0.67
C 0.53 3.30 4.38
C -0.31 2.67 3.24
C 0.46 2.80 1.93
C -0.89 1.32 3.68
C -1.94 1.44 4.59
C -2.68 0.36 5.00
C -2.42 -0.92 4.48
C -1.43 -1.12 3.54
C -1.16 -2.56 3.13
C -1.74 -2.91 1.76
C 0.31 -3.00 3.21
C -0.63 0.01 3.15
N 0.35 -0.23 2.24
C 1.60 0.09 2.49
C 2.12 0.31 3.81
C 3.47 0.42 4.02
C 4.35 0.35 2.93
C 3.89 0.16 1.62
C 2.55 0.03 1.42
F 2.06 -0.12 0.18
H 0.72 4.35 4.15
H 1.49 2.79 4.48
H 0.02 3.25 5.34
H -1.19 3.31 3.14
H 1.50 2.50 2.01
H 0.45 3.85 1.63
H 0.00 2.22 1.11
H -2.18 2.42 4.97
H -3.48 0.49 5.71
H -2.97 -1.76 4.85
H -1.70 -3.17 3.86
H -1.26 -2.31 0.97
H -2.82 -2.75 1.73
H -1.56 -3.95 1.52
H 0.89 -2.60 2.38
H 0.37 -4.08 3.17
H 0.77 -2.68 4.15
H 1.43 0.28 4.65
H 3.86 0.54 5.02
H 5.41 0.41 3.10
H 4.58 0.11 0.78
C -0.50 -0.15 -4.62
As 0.58 -0.21 -3.03
C 1.76 1.29 -3.29
C 1.72 -1.80 -3.25
C 2.39 -1.79 -4.59
C 3.66 -1.23 -4.73
C 4.32 -1.31 -5.95
C 3.72 -1.93 -7.03
C 2.44 -2.46 -6.90
C 1.78 -2.39 -5.69
H 0.15 -0.20 -5.49
H -1.06 0.79 -4.63
H -1.21 -0.98 -4.64
H 2.22 1.19 -4.28
H 2.53 1.33 -2.53
H 1.18 2.21 -3.26
H 1.06 -2.67 -3.13
H 2.43 -1.79 -2.42
H 4.15 -0.77 -3.88
H 5.32 -0.89 -6.05
H 4.24 -1.99 -7.98
H 1.97 -2.95 -7.74
H 0.79 -2.82 -5.58
N -5.53 -1.22 -2.51
C -4.52 -1.11 -1.66
N -4.77 -1.03 -0.36
S -2.93 -1.07 -2.33
H -6.48 -1.32 -2.20
H -5.35 -1.29 -3.50
H -5.71 -1.08 0.00
H -4.02 -1.01 0.31
Cl -1.97 5.80 -1.09
C -3.21 4.56 -0.99
Cl -4.07 4.65 0.55
Cl -4.31 4.63 -2.34
C -2.52 3.25 -1.02
N -2.00 2.23 -1.04



| no. | E_HOMO (hartree) |
| --- | --- |
| 1 | -0.330 |
| 2 | -0.103 |
| 3 | -0.350 |
| 4 | -0.557 |